[1]
99
Properties=species:S:1:pos:R:3:forces:R:3 method="wB97M-V/def2-TZVPD" lumo_energy_ev=-1.71 gap_ev=6.30 smiles="CCOCCOc1cnc2c([C@@H](Cl)[C@H](C)Cl)c(CCC(F)=C(F)F)c(I)c(C(F)(F)C(F)(F)F)c2n1.CCN(CC)CC.CCN(CC)CC" de_lowest_kcal_mol=0.00
C 7.199 2.349 1.573 -0.58 0.46 0.53
C 7.189 3.964 1.544 0.72 -0.61 0.47
O 6.289 4.495 0.533 0.47 0.79 1.28
C 6.090 5.930 0.729 -0.36 0.22 -0.84
C 4.835 6.379 -0.187 0.81 -1.24 -0.58
O 3.612 6.613 0.613 -0.46 -2.75 -0.77
C 2.885 5.378 0.610 -1.92 -1.70 -0.47
C 3.269 4.277 1.633 -0.53 -0.74 0.08
N 2.678 2.998 1.803 -0.86 5.32 -4.18
C 1.646 2.856 0.800 -1.62 -1.90 -0.58
C 0.908 1.443 0.843 -1.67 1.03 -2.47
C 1.396 0.331 1.918 -0.84 0.61 0.13
Cl 3.180 -0.145 1.642 -1.49 0.43 -0.07
C 1.134 0.830 3.459 1.07 0.23 -0.40
C 2.464 0.880 4.351 -0.70 0.08 1.44
Cl -0.002 -0.400 4.261 0.59 0.76 -0.61
C -0.265 1.161 -0.145 2.03 2.01 1.15
C -1.099 -0.229 -0.126 0.49 0.22 -0.18
C -0.677 -1.208 -1.369 -1.77 -1.42 -0.27
C -0.172 -2.619 -0.804 3.34 0.14 -0.09
F -0.941 -3.841 -0.881 0.98 3.42 1.24
C 1.142 -2.674 -0.195 -2.87 -0.45 -0.56
F 1.219 -3.146 1.154 1.19 0.34 -3.76
F 2.292 -2.244 -0.895 -2.72 -0.40 2.96
C -0.659 2.279 -1.215 2.58 1.78 1.45
I -2.316 1.749 -2.516 1.13 0.49 0.74
C 0.063 3.655 -1.332 0.50 -4.27 2.15
C -0.238 4.794 -2.380 0.44 1.58 -0.50
F 0.941 5.323 -3.036 -2.48 -1.66 1.59
F -1.127 4.524 -3.435 1.80 -0.17 2.27
C -0.888 6.071 -1.573 -0.77 2.36 -0.57
F -2.018 6.556 -2.319 2.62 -1.26 2.18
F -1.333 5.728 -0.276 1.20 1.09 -3.19
F 0.020 7.181 -1.542 -2.55 -3.09 0.44
C 1.214 3.904 -0.257 0.07 0.01 0.07
N 1.845 5.201 -0.324 2.29 -2.39 3.44
H 6.113 1.962 1.469 1.82 0.57 0.04
H 7.882 1.893 0.777 -1.14 0.76 1.04
H 7.581 2.008 2.613 -0.56 0.62 -1.75
H 6.875 4.391 2.564 0.36 -0.75 -1.29
H 8.274 4.310 1.367 -1.56 -0.27 0.11
H 7.032 6.490 0.376 -1.30 -0.73 0.66
H 5.871 6.166 1.832 0.33 -0.26 -1.52
H 5.092 7.262 -0.866 -0.67 -0.91 1.41
H 4.582 5.497 -0.886 0.74 1.37 0.92
H 4.139 4.531 2.350 -1.63 -0.46 -1.30
H 0.829 -0.653 1.827 0.83 1.56 -0.25
H 0.549 1.821 3.437 1.08 -1.59 0.12
H 2.971 -0.155 4.438 -0.86 1.79 -0.49
H 2.116 1.129 5.430 0.49 -0.36 -1.76
H 3.198 1.704 4.063 -1.11 -1.34 -0.01
H -0.921 -0.843 0.819 -0.07 1.24 -1.11
H -2.242 -0.040 -0.155 2.02 -0.04 -0.08
H -1.678 -1.431 -1.911 1.83 0.35 0.54
H 0.033 -0.712 -2.110 -0.78 -0.85 1.15
C -9.621 1.065 -0.068 0.02 0.03 -0.11
C -8.120 1.130 0.200 -0.19 0.06 -0.08
N -7.299 1.132 -1.005 0.37 -0.24 -0.16
C -5.874 0.949 -0.726 -0.12 -0.21 0.08
C -5.160 2.044 0.066 0.21 0.14 0.03
C -7.607 2.157 -1.997 -0.35 -0.03 -0.05
C -7.518 3.618 -1.554 0.07 0.27 -0.15
H -9.879 0.178 -0.652 0.06 0.11 -0.01
H -10.162 1.013 0.880 0.07 0.00 -0.04
H -9.982 1.951 -0.596 0.01 -0.07 0.01
H -7.866 0.248 0.798 0.24 0.08 -0.14
H -7.918 2.005 0.830 -0.02 0.06 0.14
H -5.338 0.792 -1.669 -0.20 0.08 -0.04
H -5.756 0.006 -0.179 -0.19 0.03 0.00
H -4.954 2.919 -0.552 -0.04 0.01 0.10
H -4.193 1.673 0.419 -0.04 0.01 0.00
H -5.725 2.362 0.945 0.00 -0.04 -0.07
H -8.619 1.977 -2.374 0.04 -0.07 0.15
H -6.969 2.017 -2.877 0.10 -0.15 0.22
H -7.944 3.784 -0.563 0.02 -0.05 -0.03
H -8.071 4.250 -2.256 0.03 -0.05 0.05
H -6.488 3.975 -1.555 -0.08 0.02 0.12
C 3.921 -8.361 -2.108 -0.01 0.10 0.06
C 2.720 -8.924 -1.354 0.11 0.16 -0.09
N 2.405 -8.217 -0.119 -0.07 -0.12 0.42
C 1.415 -8.914 0.703 0.21 -0.14 0.03
C 0.004 -9.069 0.135 -0.28 0.00 0.07
C 2.209 -6.775 -0.231 0.31 0.14 -0.18
C 1.104 -6.282 -1.166 -0.18 0.18 0.03
H 4.817 -8.364 -1.481 -0.11 0.06 -0.01
H 4.125 -8.975 -2.989 -0.04 0.01 0.07
H 3.744 -7.342 -2.460 0.03 -0.05 0.04
H 2.957 -9.966 -1.113 -0.19 0.09 0.19
H 1.863 -8.949 -2.038 -0.05 -0.07 -0.13
H 1.348 -8.425 1.681 0.10 0.13 -0.16
H 1.803 -9.917 0.919 0.11 0.07 -0.15
H -0.560 -8.138 0.199 0.02 -0.05 -0.10
H -0.548 -9.812 0.718 0.05 0.02 -0.02
H 0.005 -9.407 -0.903 0.03 0.04 0.06
H 3.153 -6.323 -0.554 -0.01 -0.17 -0.03
H 2.042 -6.351 0.765 -0.03 -0.28 0.01
H 1.076 -6.834 -2.108 0.02 -0.01 0.05
H 1.262 -5.228 -1.413 0.03 -0.09 0.01
H 0.124 -6.347 -0.692 0.02 -0.05 -0.16

[2]
93
Properties=species:S:1:pos:R:3:forces:R:3 method="wB97M-V/def2-TZVPD" lumo_energy_ev=2.15 gap_ev=5.90 charge=-1 de_lowest_kcal_mol=0.00
C 3.157 -2.195 -4.527 0.29 -0.19 0.21
C 2.371 -1.619 -5.656 -0.54 0.06 -0.83
H 3.269 -3.278 -4.650 0.08 0.21 0.16
H 2.665 -2.005 -3.562 0.11 -0.02 -0.25
H 4.168 -1.751 -4.480 -0.31 -0.14 0.04
C 2.188 -2.219 -6.840 0.15 0.54 0.67
C 2.829 -3.496 -7.254 -0.12 -0.59 -0.38
H 1.540 -1.746 -7.580 0.28 0.06 0.14
H 2.849 -4.247 -6.457 0.01 0.10 -0.09
H 3.862 -3.355 -7.599 -0.15 0.05 0.09
H 2.268 -3.917 -8.096 0.17 -0.09 0.13
Mg 0.821 -0.375 2.526 0.12 -0.21 1.13
Cl 1.752 1.321 4.037 1.49 0.74 -0.89
Cl 1.988 -0.996 0.616 0.27 -0.05 -0.01
C 0.449 2.073 1.217 -0.49 -1.46 0.91
O -0.252 1.182 1.762 0.75 1.74 -1.41
N -0.036 3.042 0.442 -0.19 0.09 -0.26
C -1.442 3.096 0.072 -0.04 0.08 -0.09
C 0.855 4.030 -0.135 0.14 0.04 -0.07
H 1.547 2.094 1.347 -0.43 0.03 0.07
H -2.024 2.484 0.767 0.17 0.11 -0.17
H -1.600 2.741 -0.962 0.12 0.00 0.38
H -1.779 4.139 0.110 0.00 -0.19 0.10
H 1.860 3.898 0.283 -0.28 0.06 -0.13
H 0.496 5.038 0.106 0.09 -0.11 0.00
H 0.909 3.938 -1.229 -0.04 -0.05 0.21
H 0.845 -4.816 1.613 -0.26 0.22 0.20
H -0.065 -3.092 -0.198 -0.31 0.02 0.16
C -0.122 -4.731 2.133 -0.33 -0.40 0.21
C -1.019 -3.343 0.297 0.35 0.20 -0.07
N -0.829 -3.532 1.728 -0.07 0.12 -0.54
H 0.053 -4.689 3.212 0.09 -0.04 -0.28
C -0.951 -2.544 2.610 0.33 1.62 0.58
O -1.009 -1.309 2.355 -0.69 -2.04 -0.29
H -1.750 -2.545 0.117 0.29 -0.19 0.10
H -0.949 -2.889 3.652 -0.07 0.13 -0.22
H -0.733 -5.608 1.888 0.12 -0.04 0.04
H -1.393 -4.291 -0.107 0.00 0.19 0.01
O 0.473 -0.495 -4.731 -0.03 -0.22 -0.42
C 1.723 -0.270 -5.371 -0.49 0.06 0.14
C 0.409 0.626 -7.393 0.34 0.22 -0.05
C 1.576 0.597 -6.619 0.24 0.01 0.20
H -0.465 0.032 -7.091 0.46 0.34 -0.09
C 0.389 1.407 -8.560 0.22 -0.09 0.22
H 2.409 0.249 -4.685 -0.14 0.11 -0.02
C 2.711 1.336 -6.997 -0.55 -0.26 -0.22
H -0.518 1.435 -9.169 0.31 0.03 0.15
C 1.526 2.127 -8.948 -0.04 -0.12 0.05
C 2.691 2.083 -8.172 -0.08 -0.07 0.11
H 3.604 1.268 -6.365 -0.29 0.14 -0.32
H 1.511 2.715 -9.869 -0.02 -0.17 0.30
H 3.593 2.621 -8.475 -0.36 -0.08 0.02
Si -0.374 0.345 -3.568 0.48 -0.10 0.24
Cl 1.399 -2.147 4.144 0.50 -0.19 -0.04
C -2.196 0.013 -3.853 0.03 -0.03 -0.15
C 0.016 2.170 -3.786 -0.09 0.06 -0.06
C 0.196 -0.302 -1.917 -0.22 0.21 -0.23
H -2.452 0.126 -4.914 0.00 0.01 0.18
H -2.812 0.713 -3.273 0.11 -0.16 -0.08
H -2.453 -1.009 -3.547 0.03 0.20 -0.05
H 0.001 -1.379 -1.832 0.04 0.22 -0.03
H -0.293 0.181 -1.062 0.08 -0.10 -0.08
H 1.275 -0.166 -1.775 -0.24 -0.01 -0.03
H -0.136 2.470 -4.831 0.03 -0.01 0.18
H 1.061 2.377 -3.521 -0.16 0.00 -0.02
H -0.632 2.793 -3.156 0.14 -0.06 -0.08
C 0.732 0.725 6.933 -0.13 0.06 0.04
P -0.387 0.404 5.516 -1.02 -0.89 -0.58
C -1.311 -1.025 6.209 -0.35 -0.02 0.27
C -2.670 -1.323 5.977 0.40 -0.39 0.44
C -3.234 -2.486 6.518 0.13 -0.39 -0.05
C -2.451 -3.407 7.232 0.31 0.40 -0.23
C -1.075 -3.160 7.369 -0.38 -0.22 -0.08
C -0.517 -2.000 6.851 -0.33 -0.03 0.01
C -1.432 1.903 5.737 -0.15 0.22 0.40
C -0.858 3.098 5.246 -0.05 -0.18 0.15
C -1.347 4.337 5.641 -0.49 0.05 0.11
C -2.478 4.408 6.470 0.28 -0.29 -0.05
C -3.104 3.225 6.885 -0.07 0.33 -0.18
C -2.601 1.975 6.511 0.24 0.54 -0.12
H 0.123 0.783 7.842 0.24 -0.04 0.04
H 1.227 1.680 6.742 0.04 -0.25 0.08
H 1.465 -0.084 6.991 0.02 0.35 0.02
H -3.281 -0.673 5.356 0.08 0.03 0.18
H -4.291 -2.720 6.349 0.35 0.19 0.04
H -2.880 -4.329 7.630 0.02 0.31 -0.10
H -0.425 -3.896 7.856 -0.28 0.27 -0.17
H 0.563 -1.881 6.880 -0.31 0.03 0.12
H 0.009 3.046 4.580 -0.23 -0.11 0.37
H -0.842 5.252 5.309 -0.27 -0.36 0.10
H -2.849 5.382 6.792 0.02 -0.28 -0.04
H -3.989 3.290 7.525 0.25 -0.07 -0.23
H -3.117 1.072 6.833 0.28 0.18 0.09